# 1
This record from OMol25 describes a structure of composition C26H25B2F2HfN2O4 in a non-equilibrium geometry. The level of theory is ωB97M-V with the def2-TZVPD basis set.

Properties
- Lowest unoccupied orbital energy: 1.823 eV
- E_HOMO: -3.9 eV
- Orbital gap: 5.729 eV
- Spin multiplicity: 1
- E_tot: -1713.923252 Eh
- Relative energy (zero: lowest compared OMol25 entry of this formula, charge and spin): 2.832 eV
- Total charge: -1

```
62
C26H25B2F2HfN2O4 (ωB97M-V with the def2-TZVPD basis set)
Hf -0.64821 -0.62527 -0.63993
C 1.29593 2.98376 0.23622
C 0.80524 2.78725 1.67462
C 1.36367 1.52457 2.34021
C -0.70980 2.82382 1.79974
C -1.20795 3.64751 2.79625
C -2.56205 3.80094 3.03003
C -3.43519 3.17789 2.15619
C -3.00235 2.37029 1.11819
C -4.08899 1.87011 0.17728
C -4.41652 0.39545 0.45881
C -3.80994 2.16076 -1.30117
C -1.60149 2.03854 0.97600
N -1.17398 1.06229 0.13521
H 2.38664 2.89608 0.17985
H 1.01052 3.97373 -0.12611
H 0.84520 2.24934 -0.42423
H 1.18289 3.64009 2.24977
H 0.87587 0.64495 1.93969
H 1.17181 1.56231 3.41469
H 2.44258 1.43382 2.17571
H -0.50095 4.19537 3.41371
H -2.92449 4.42502 3.83787
H -4.50430 3.33692 2.26992
H -4.98448 2.45252 0.42259
H -3.50011 -0.18820 0.51122
H -5.05490 -0.02083 -0.32411
H -4.93148 0.30248 1.41768
H -2.99209 1.56965 -1.68319
H -3.54526 3.21273 -1.43167
H -4.69813 1.94714 -1.90168
F -0.80127 -1.77979 -2.52747
B -1.85638 -0.86105 -2.84541
F -2.61385 -1.06690 -1.63935
O -1.51152 -3.72137 1.11805
B -1.02831 -2.58695 0.44255
O 0.06535 -3.04107 -0.37544
C 0.19794 -4.38093 -0.18782
C 1.09554 -5.26091 -0.75178
C 0.99826 -6.59475 -0.36294
C 0.03571 -7.01022 0.54906
C -0.86841 -6.11394 1.11510
C -0.76803 -4.79429 0.73027
H 1.83472 -4.92286 -1.46569
H 1.68759 -7.31818 -0.77908
H -0.01684 -8.05519 0.82751
H -1.61902 -6.43398 1.82522
O 1.46872 1.01849 -4.00648
C 1.85121 0.62276 -2.93824
N 1.05378 0.10987 -1.91542
C 1.85008 -0.26203 -0.90572
O 1.34685 -0.78313 0.12131
C 3.26330 0.04498 -1.17828
C 4.41710 -0.06666 -0.42863
C 5.59886 0.39650 -0.99454
C 5.61252 0.94085 -2.27593
C 4.44419 1.04507 -3.02531
C 3.27362 0.59534 -2.45651
H 4.38586 -0.48258 0.57041
H 6.52186 0.34392 -0.43150
H 6.54809 1.30004 -2.68563
H 4.44478 1.46793 -4.02165
```

Mulliken atomic charge list, values in e, 5 entries: Hf 0.78; C -1.46; C 0.51; C -1.29; C 0.28


# 2
This record from OMol25 describes an isolated molecule of C4H9OP in a non-equilibrium geometry. The level of theory is ωB97M-V with the def2-TZVPD basis set.

Properties
- Lowest unoccupied orbital energy: 1.078 eV
- E_HOMO: -9.3 eV
- Orbital gap: 10.377 eV
- Spin multiplicity: 1
- E_tot: -574.273254 Eh
- Relative energy (zero: lowest compared OMol25 entry of this formula, charge and spin): 2.863 eV
- SMILES: C=C[C@@H](P)OC

```
15
C4H9OP (ωB97M-V with the def2-TZVPD basis set)
C -1.85372 0.55824 1.01173
C -1.01943 0.98211 0.07341
C 0.01700 -0.31872 -0.55422
P -0.99367 -1.46443 -1.65144
O 1.17928 0.04456 -1.23870
C 2.25567 0.26260 -0.42512
H -2.63447 1.11180 1.33586
H -1.90171 -0.48997 1.20318
H -1.13839 1.93316 -0.45705
H 0.27304 -0.82403 0.33689
H -1.96538 -1.50133 -0.77760
H -0.24962 -2.60196 -1.36975
H 2.98721 0.76536 -1.06789
H 2.63598 -0.74420 0.00512
H 1.89153 0.79862 0.43646
```

Mulliken atomic charge list, values in e, 5 entries: C -0.76; C -0.09; C -0.39; P 0.03; O -0.35


# 3
This record from OMol25 describes a structure of composition AsF6H20O10 in a non-equilibrium geometry. The level of theory is ωB97M-V with the def2-TZVPD basis set.

Properties
- Lowest unoccupied orbital energy: 2.522 eV
- E_HOMO: -8.0 eV
- Orbital gap: 10.483 eV
- Spin multiplicity: 1
- E_tot: -3599.607835 Eh
- Relative energy (zero: lowest compared OMol25 entry of this formula, charge and spin): 0.692 eV
- Total charge: -1

```
37
AsF6H20O10 (ωB97M-V with the def2-TZVPD basis set)
As 0.00980 -0.09495 0.09389
F -1.64815 0.43454 0.29317
F 0.27095 1.13478 -1.10671
F 1.67135 -0.68191 -0.04462
F -0.15004 -1.27349 1.35336
F -0.54839 -1.14957 -1.16560
F 0.60981 1.03601 1.27385
O 3.42425 1.33314 -1.97629
H 3.12823 0.51317 -1.56201
H 4.16528 1.07896 -2.53425
O -1.13405 0.62634 -3.58938
H -1.63695 1.21180 -4.16153
H -0.84431 1.19279 -2.86486
O -1.02056 0.57658 3.70205
H -1.43221 0.70153 2.84124
H -0.28964 1.20372 3.70995
O 0.79700 -3.40073 3.42867
H 0.11230 -3.37267 2.75271
H 1.03038 -4.32906 3.51248
O 2.02087 0.77243 3.93868
H 2.95585 0.72288 3.72437
H 1.58488 0.33338 3.19576
O -4.50623 0.52601 0.68989
H -3.61915 0.16558 0.80061
H -4.73564 0.30258 -0.21723
O 3.56401 -2.91206 -0.17555
H 2.95298 -2.23825 -0.50216
H 4.33025 -2.84956 -0.75196
O 1.45587 3.11990 -2.88943
H 2.33171 2.74635 -3.03304
H 1.12546 2.56383 -2.17576
O -3.25984 -2.39218 -1.53548
H -2.29845 -2.30312 -1.51717
H -3.44423 -3.19647 -1.04327
O -2.29978 2.77302 -1.19018
H -2.24823 1.85167 -0.89434
H -2.42539 3.27304 -0.37982
```

Mulliken atomic charge list, values in e, 5 entries: As 1.99; F -0.48; F -0.46; F -0.51; F -0.44


# 4
This record from OMol25 describes a structure of composition C3H9PS in a non-equilibrium geometry. The level of theory is ωB97M-V with the def2-TZVPD basis set.

Properties
- Lowest unoccupied orbital energy: 0.747 eV
- E_HOMO: -7.8 eV
- Orbital gap: 8.578 eV
- Spin multiplicity: 1
- E_tot: -859.083287 Eh
- Relative energy (zero: lowest compared OMol25 entry of this formula, charge and spin): 4.147 eV

```
14
C3H9PS (ωB97M-V with the def2-TZVPD basis set)
C -0.03994 -1.53935 1.01489
C 1.77356 1.38625 -0.76530
C -0.63268 0.12378 -0.44304
P -2.39539 0.24214 -0.14861
S 0.11440 1.57102 0.03287
H 0.88045 -2.16729 0.76392
H -0.97971 -2.08071 1.16182
H 0.26984 -0.81778 1.94571
H 2.36060 0.51440 -0.38785
H 2.37738 2.34941 -0.73184
H 1.45594 1.36946 -1.84673
H -0.27169 -0.09606 -1.39949
H -2.37557 0.16523 1.19154
H -2.53719 -1.02051 -0.38788
```

Mulliken atomic charge list, values in e, 5 entries: C -0.79; C -0.81; C -0.35; P -0.04; S -0.05


# 5
This record from OMol25 describes a structure of composition C30H28F5N2O2RhSSi. The level of theory is ωB97M-V with the def2-TZVPD basis set.

Properties
- Lowest unoccupied orbital energy (spin up / spin down): 0.341 / -2.341 eV
- E_HOMO (spin up / spin down): -7.0 / -7.5 eV
- ⟨S²⟩: 6.0123
- Orbital gap (spin up / spin down): 7.388 / 5.163 eV
- Spin multiplicity: 5
- E_tot: -2717.370193 Eh
- Relative energy (zero: lowest compared OMol25 entry of this formula, charge and spin): 0.473 eV

```
70
C30H28F5N2O2RhSSi (ωB97M-V with the def2-TZVPD basis set)
Rh -0.18546 0.25293 0.62881
C 1.92482 -0.00720 0.07122
Si 2.93026 -1.31603 -0.64971
C 2.22125 -3.16650 -0.32277
N 0.83541 -3.26117 -0.24100
C 0.18850 -3.23174 1.05096
C -1.10397 -4.06562 1.06398
C -1.52960 -4.47063 -0.34482
C -1.40542 -3.29142 -1.29976
C 0.04437 -2.81272 -1.37746
C 3.09571 -1.19946 -2.51955
C 3.36648 -2.29238 -3.34713
C 3.53142 -2.14649 -4.71628
C 3.43058 -0.88929 -5.29385
C 3.17316 0.21295 -4.49345
C 3.01031 0.05684 -3.12461
C 4.61270 -1.50705 0.15455
C 4.70503 -1.46555 1.54951
C 5.92878 -1.57484 2.18908
C 7.08870 -1.72861 1.43987
C 7.01800 -1.77134 0.05663
C 5.78770 -1.66190 -0.57961
H 1.83478 0.83660 -0.62275
H 2.38113 0.34867 0.99918
H 2.69533 -3.53929 0.58247
H 2.59036 -3.72088 -1.19047
H -0.02540 -2.16881 1.25155
H 0.90713 -3.56658 1.79599
H -1.88956 -3.46729 1.52708
H -0.95863 -4.95249 1.68122
H -2.55460 -4.84073 -0.32783
H -0.90200 -5.29446 -0.70252
H -2.03956 -2.47118 -0.95911
H -1.73688 -3.56922 -2.30049
H 0.09206 -1.71310 -1.35950
H 0.55454 -3.13540 -2.28709
H 3.47043 -3.28944 -2.93151
H 3.74081 -3.01244 -5.33113
H 3.55553 -0.76962 -6.36226
H 3.09730 1.19877 -4.93373
H 2.81350 0.93348 -2.51999
H 3.81103 -1.32857 2.15112
H 5.98019 -1.53030 3.26935
H 8.04717 -1.80841 1.93662
H 7.92117 -1.88393 -0.52942
H 5.74749 -1.68494 -1.66310
O -1.40247 0.49467 -1.16250
N -2.69851 0.61866 -0.90125
C -3.44385 1.26402 -1.82876
C -4.79172 1.42360 -1.67407
C -5.39687 0.90589 -0.52448
C -4.62590 0.26193 0.40686
C -3.23924 0.10675 0.23482
S -2.25691 -0.69027 1.40756
H -2.86572 1.62337 -2.66551
H -5.35287 1.94869 -2.43205
H -6.46036 1.01833 -0.36442
H -5.05602 -0.14114 1.31211
F 3.79987 2.94086 5.50410
C 2.88278 2.72623 4.55068
C 2.44300 3.76642 3.74537
F 2.94288 4.99135 3.92770
C 1.50367 3.54437 2.75836
F 1.11998 4.57677 1.99924
C 0.94426 2.27452 2.51600
O 0.07511 2.09436 1.56176
C 1.40684 1.25649 3.36660
F 0.92185 0.00097 3.21635
C 2.35640 1.46602 4.34942
F 2.76855 0.43851 5.10541
```

Mulliken atomic charge list, values in e, 5 entries: Rh 0.51; C -1.06; Si 0.54; C -1.30; N 0.17


# 6
This record from OMol25 describes a structure of composition C17H32N5O5OsS2 in a non-equilibrium geometry. The level of theory is ωB97M-V with the def2-TZVPD basis set.

Properties
- Lowest unoccupied orbital energy (spin up / spin down): -9.570 / -11.781 eV
- E_HOMO (spin up / spin down): -16.4 / -16.8 eV
- ⟨S²⟩: 6.0231
- Orbital gap (spin up / spin down): 6.846 / 5.003 eV
- Spin multiplicity: 5
- E_tot: -2202.824068 Eh
- Relative energy (zero: lowest compared OMol25 entry of this formula, charge and spin): 0.779 eV
- Total charge: +3

```
62
C17H32N5O5OsS2 (ωB97M-V with the def2-TZVPD basis set)
Os -0.31480 -1.21132 0.54436
C -3.30589 1.86428 0.66878
C -2.78764 0.46577 0.68579
O -1.52554 0.35163 0.61066
C -3.67331 -0.65692 0.79273
C -5.06817 -0.47549 0.76910
C -5.93109 -1.53801 0.87952
C -5.42292 -2.83393 1.00134
C -4.06204 -3.04858 1.01862
C -3.15790 -1.98493 0.91481
O -1.85797 -2.25348 0.93468
H -2.46573 2.55357 0.63278
H -3.89781 2.07077 1.56093
H -3.95254 2.03192 -0.19384
H -5.48036 0.51668 0.64914
H -6.99833 -1.37123 0.86085
H -6.10531 -3.67005 1.06964
H -3.65840 -4.04881 1.10322
N 0.21520 -4.30261 0.63028
N 1.55718 -4.48241 0.29474
C 2.31417 -3.43206 0.00360
N 3.58477 -3.56416 -0.30896
N 1.65903 -2.22911 0.06609
N 2.23012 -1.07593 -0.19864
O 3.37032 -0.87597 -0.51520
O 1.38168 -0.12027 -0.07106
H 0.04152 -4.65230 1.56765
H -0.37182 -4.81920 -0.01710
H 1.95107 -5.41366 0.23161
H 4.02548 -4.47366 -0.33876
H 4.15251 -2.75481 -0.50590
C 4.43956 3.01097 -1.28646
C 3.43790 3.83775 -2.08328
C 2.17944 4.13528 -1.29362
S 1.15563 2.59034 -1.14189
O 0.39021 2.67631 0.10786
C -0.09283 2.70724 -2.50837
C 0.31474 1.91650 -3.73863
C 0.53396 0.43634 -3.43396
H 5.28092 2.70912 -1.90559
H 3.96656 2.10490 -0.88752
H 4.82680 3.57922 -0.44087
H 3.19162 3.34688 -3.02909
H 3.89880 4.79021 -2.35804
H 1.53075 4.86737 -1.77619
H 2.38901 4.43606 -0.26620
H -0.21658 3.77155 -2.71133
H -1.00563 2.31490 -2.05824
H 1.20987 2.33851 -4.19848
H -0.48459 2.02244 -4.47559
H 1.44068 0.30175 -2.83565
H 0.65093 -0.12876 -4.35593
H -0.31212 0.01835 -2.88070
C 1.78394 0.14278 3.35897
S 0.64150 -1.24708 3.15974
C -0.71555 -0.69177 4.20868
H 2.21864 0.08850 4.35535
H 1.24992 1.08198 3.23333
H 2.57786 0.05317 2.62076
H -1.09613 0.26838 3.86703
H -0.33673 -0.59489 5.22469
H -1.49457 -1.45003 4.18775
```

Mulliken atomic charge list, values in e, 5 entries: Os 1.01; C -1.79; C 1.61; O -0.53; C 0.40